(1)
# C25H28F5O2SSn

A structure of composition C25H28F5O2SSn (wB97M-V/def2-TZVPD, the Open Molecules 2025 dataset).

E_tot	-2231.26447	hartree
charge	+1

Structure (XYZ):
```
62
C25H28F5O2SSn (wB97M-V/def2-TZVPD)
O 0.901 0.330 -0.489
C 0.630 0.178 -1.908
C 1.993 0.752 -2.276
H -0.223 0.795 -2.229
H 0.468 -0.887 -2.130
C 2.231 0.843 -0.763
H 1.903 1.746 -2.708
H 2.637 0.087 -2.864
C 2.306 2.263 -0.224
H 1.446 2.839 -0.590
H 3.227 2.764 -0.547
H 2.298 2.228 0.870
C 3.309 -0.078 -0.230
H 3.291 -1.038 -0.761
H 3.156 -0.243 0.844
H 4.296 0.383 -0.378
Sn -1.082 -1.107 0.910
C 0.537 -3.610 2.022
C -0.635 -3.583 1.222
C -0.232 -3.166 -0.118
H -1.613 -3.981 1.484
C 1.192 -2.978 -0.081
C 1.635 -3.237 1.226
H 2.684 -3.228 1.547
H 0.595 -3.965 3.055
H -0.852 -3.231 -1.012
H 1.819 -2.756 -0.944
C -0.598 -0.766 3.959
C 0.798 -0.672 3.838
C 1.115 0.317 2.876
H 1.532 -1.225 4.427
C -0.097 0.853 2.371
C -1.193 0.149 3.020
H -2.237 0.461 3.008
H -1.139 -1.318 4.731
H 2.117 0.667 2.627
H -0.208 1.725 1.728
O 1.077 2.478 -4.223
C 2.392 2.968 -4.602
C 2.317 3.723 -5.944
H 3.067 2.096 -4.701
H 2.806 3.587 -3.778
C 0.936 3.385 -6.486
H 3.117 3.385 -6.596
H 2.413 4.795 -5.768
C 0.159 2.822 -5.265
H 1.019 2.617 -7.259
H 0.428 4.257 -6.887
H -0.451 1.941 -5.517
H -0.527 3.592 -4.875
F -5.950 -1.650 6.357
C -5.384 -1.688 5.135
C -4.394 -2.627 4.849
F -3.988 -3.486 5.816
C -3.778 -2.625 3.608
F -2.703 -3.453 3.422
C -4.149 -1.714 2.594
S -3.584 -1.743 0.962
C -5.103 -0.739 2.943
F -5.376 0.247 2.054
C -5.729 -0.723 4.177
F -6.623 0.242 4.473
```

Here are the natural (NBO) charges for atoms 1 to 8, given in e: -0.5972, -0.0663, -0.4548, 0.1945, 0.1711, 0.2823, 0.2613, 0.2173

***

(2)
# C23H46Br4FKO13S3Zn

A structure of composition C23H46Br4FKO13S3Zn (wB97M-V/def2-TZVPD, the Open Molecules 2025 dataset).

ΔE to the lowest compared entry with this formula, charge and spin	0.00	kcal per mole
charge	0

Structure (XYZ):
```
92
C23H46Br4FKO13S3Zn (wB97M-V/def2-TZVPD)
Zn -17.836 -3.486 13.132
K -14.288 -1.908 12.833
C -14.172 -5.663 11.748
C -15.544 -5.508 12.326
O -16.064 -4.211 12.370
H -13.455 -5.107 12.354
H -14.130 -5.154 10.780
H -13.920 -6.717 11.637
H -15.472 -5.847 13.376
H -16.280 -6.264 12.012
C -16.867 -4.888 16.521
C -17.832 -5.303 15.462
O -18.601 -4.235 14.907
H -17.447 -4.411 17.317
H -16.102 -4.148 16.262
H -16.342 -5.736 16.970
H -18.599 -5.895 15.976
H -17.320 -5.850 14.660
F -16.968 -1.789 13.745
Br -13.876 -7.201 15.593
C -13.102 -5.358 15.195
C -12.621 -4.719 16.479
Br -10.974 -5.710 16.943
H -13.822 -4.741 14.654
H -12.311 -5.422 14.452
H -13.320 -4.574 17.296
H -12.333 -3.713 16.162
Br -16.973 -5.695 8.767
C -15.722 -4.232 8.426
C -16.310 -2.938 8.915
Br -17.611 -2.192 7.655
H -15.403 -4.294 7.388
H -14.846 -4.572 8.976
H -15.557 -2.162 9.050
H -16.855 -3.010 9.851
O -9.233 -3.466 13.957
S -9.907 -3.663 12.717
O -11.338 -3.852 12.592
O -9.578 -2.270 11.915
C -8.234 -2.022 11.479
C -8.038 -0.507 11.331
C -9.034 -4.941 11.785
H -7.967 -2.507 10.542
H -7.547 -2.260 12.294
H -8.750 -0.070 10.625
H -7.069 -0.272 10.895
H -8.250 -0.049 12.295
H -8.858 -4.641 10.753
H -9.531 -5.904 11.742
H -8.067 -5.095 12.263
O -20.262 -5.904 10.262
S -19.768 -6.248 11.558
O -19.098 -5.200 12.297
O -21.013 -6.787 12.389
C -20.878 -6.746 13.852
C -21.910 -7.673 14.472
C -18.786 -7.787 11.420
H -21.225 -5.732 14.042
H -19.891 -6.911 14.279
H -22.116 -7.233 15.452
H -21.731 -8.741 14.550
H -22.883 -7.512 14.001
H -18.598 -8.176 12.425
H -17.814 -7.514 11.018
H -19.424 -8.540 10.969
O -7.148 -9.298 15.538
S -8.529 -9.014 15.825
O -8.875 -8.067 16.852
O -9.170 -8.468 14.383
C -10.489 -7.924 14.339
C -11.001 -8.170 12.936
C -9.533 -10.468 15.972
H -10.476 -6.857 14.558
H -11.190 -8.369 15.048
H -11.912 -8.763 12.997
H -10.258 -8.462 12.194
H -11.282 -7.207 12.490
H -9.127 -10.998 16.828
H -9.610 -11.047 15.054
H -10.544 -10.071 16.069
C -14.136 -7.433 7.972
C -14.708 -8.636 8.072
C -14.285 -9.598 9.116
O -14.815 -10.658 9.364
C -13.013 -9.224 9.783
C -12.336 -8.121 9.448
C -12.932 -6.979 8.741
O -12.460 -5.869 8.691
H -14.446 -6.721 7.216
H -15.572 -8.866 7.462
H -12.478 -9.997 10.320
H -11.331 -8.054 9.850
```

Here are the Löwdin charges for atoms 1 to 8, given in e: 0.8258, 0.8168, -0.0745, -0.4582, -0.4010, 0.0353, 0.0499, 0.0777

***

| no. | strongest force on any atom (hartree/bohr) | M (g mol⁻¹) |
| --- | --- | --- |
| 1 | 0.0403 | 606.3 |
| 2 | 0.0579 | 1069.9 |